(1)
The following is a quantum chemistry calculation of a cluster of 9 separate species, C31H40FNO27 in total in a non-equilibrium geometry, from OMol25.

The geometry in ORCA input format:
```
! RIJCOSX wB97M-V def2-TZVPD def2/J DEFGRID3
* xyz 0 1
C 0.337 1.207 -1.382
C 0.990 0.129 -0.524
F 2.139 0.618 0.070
C 1.294 -1.164 -1.251
C 1.862 -1.403 -2.429
C 2.421 -0.392 -3.401
N 3.865 -0.309 -3.111
C 1.826 -2.905 -2.629
O 1.792 -3.523 -3.582
O 1.855 -3.424 -1.342
C 1.049 -2.544 -0.650
O 0.371 -2.869 0.241
H -0.488 0.842 -1.987
H -0.073 1.948 -0.698
H 1.095 1.744 -1.951
H 0.276 -0.090 0.279
H 2.255 -0.753 -4.423
H 1.940 0.571 -3.262
H 4.108 0.678 -3.034
H 4.385 -0.728 -3.870
C 5.666 2.413 2.597
C 4.408 3.045 3.136
O 4.065 3.980 2.110
C 4.629 3.549 0.951
O 4.403 4.007 -0.120
O 5.490 2.520 1.184
H 5.776 1.373 2.897
H 6.567 2.962 2.883
H 3.594 2.327 3.247
H 4.564 3.552 4.086
C 4.335 1.256 -7.336
C 5.414 2.311 -7.364
O 5.233 2.973 -6.111
C 4.615 2.108 -5.269
O 4.470 2.293 -4.104
O 4.184 1.004 -5.938
H 4.618 0.349 -7.865
H 3.385 1.618 -7.734
H 6.418 1.884 -7.395
H 5.300 3.009 -8.190
C -0.576 -0.453 4.688
C -0.117 -0.412 3.255
O 1.067 0.395 3.331
C 1.539 0.315 4.604
O 2.595 0.729 4.965
O 0.647 -0.310 5.410
H -1.071 -1.388 4.944
H -1.235 0.379 4.943
H 0.150 -1.399 2.871
H -0.851 0.038 2.590
C -3.804 4.442 -1.763
C -3.126 3.982 -0.501
O -2.116 3.095 -0.995
C -1.852 3.444 -2.278
O -0.948 3.010 -2.919
O -2.755 4.353 -2.732
H -4.179 5.461 -1.692
H -4.621 3.782 -2.064
H -2.642 4.801 0.036
H -3.793 3.466 0.172
C 3.170 -3.658 2.692
C 2.874 -2.501 3.597
O 2.200 -3.123 4.695
C 2.580 -4.425 4.724
O 2.332 -5.181 5.608
O 3.279 -4.756 3.604
H 4.092 -3.533 2.130
H 2.353 -3.851 1.991
H 3.778 -2.014 3.967
H 2.240 -1.758 3.122
C 0.491 -7.332 3.932
C 1.234 -7.280 2.620
O 0.299 -7.865 1.710
C -0.944 -7.711 2.236
O -1.955 -7.938 1.654
O -0.877 -7.264 3.517
H 0.739 -6.505 4.590
H 0.651 -8.271 4.467
H 1.448 -6.259 2.299
H 2.163 -7.845 2.639
C -8.469 3.434 -1.557
C -8.642 4.889 -1.196
O -7.747 5.044 -0.093
C -6.801 4.079 -0.188
O -5.815 4.032 0.478
O -7.124 3.171 -1.146
H -8.593 3.244 -2.620
H -9.142 2.780 -0.998
H -8.331 5.560 -2.000
H -9.661 5.133 -0.906
C -6.220 -0.873 0.650
C -5.807 -0.864 -0.802
O -4.661 -0.013 -0.794
C -4.142 -0.030 0.462
O -3.094 0.440 0.761
O -4.982 -0.656 1.326
H -6.669 -1.815 0.956
H -6.904 -0.057 0.896
H -5.511 -1.852 -1.159
H -6.579 -0.467 -1.458
*
```

Output
* HOMO level: -0.329 Eh
* gap between HOMO and LUMO: 8.9 eV
* SMILES: C[C@H](F)C1=C(CN)C(=O)OC1=O.O=C1OCCO1.O=C1OCCO1.O=C1OCCO1.O=C1OCCO1.O=C1OCCO1.O=C1OCCO1.O=C1OCCO1.O=C1OCCO1
* lowest unoccupied orbital energy: -0.02 eV

(2)
The following is a quantum chemistry calculation of a structure of composition C2ClO3P in a non-equilibrium geometry, from OMol25.

The geometry in ORCA input format:
```
! RIJCOSX wB97M-V def2-TZVPD def2/J DEFGRID3
* xyz -2 1
C -0.247 0.014 0.344
C -1.785 1.068 0.819
O 0.528 -1.316 -2.039
O 0.778 -0.834 0.647
O 1.999 0.631 -1.296
P 0.751 -0.175 -1.090
Cl -2.024 0.612 2.614
*
```

Output
* HOMO level (alpha / beta): 0.061 / 0.042 Eh
* gap between HOMO and LUMO (alpha / beta): 4.6 / 5.1 eV
* lowest unoccupied orbital energy (alpha / beta): 6.29 / 6.28 eV

(3)
The following is a quantum chemistry calculation of a structure of composition C16H9I2NO3SSn in a non-equilibrium geometry, from OMol25.

The geometry in ORCA input format:
```
! RIJCOSX wB97M-V def2-TZVPD def2/J DEFGRID3
* xyz 0 1
Sn 0.465 0.159 -1.447
I -0.896 -3.699 -4.768
C 0.818 -3.626 -3.576
C 1.836 -4.573 -3.758
C 2.972 -4.541 -2.996
I 4.445 -6.000 -3.335
C 3.144 -3.541 -2.012
C 4.274 -3.394 -1.178
C 4.334 -2.376 -0.266
C 3.264 -1.475 -0.182
N 2.203 -1.578 -0.951
C 2.110 -2.587 -1.850
C 0.908 -2.615 -2.633
O -0.022 -1.720 -2.440
H 1.713 -5.333 -4.516
H 5.094 -4.094 -1.270
H 5.190 -2.254 0.381
H 3.272 -0.656 0.528
O -4.046 5.098 4.834
C -4.339 5.051 3.513
O -5.185 5.761 3.054
C -3.524 4.084 2.713
C -3.083 4.462 1.450
C -2.277 3.616 0.711
C -1.926 2.367 1.218
S -0.837 1.327 0.278
C -2.405 1.964 2.461
C -3.190 2.826 3.208
H -3.296 4.525 5.030
H -3.374 5.428 1.058
H -1.910 3.914 -0.262
H -2.157 0.981 2.837
H -3.575 2.499 4.167
*
```

Output
* HOMO level: -0.303 Eh
* gap between HOMO and LUMO: 7.2 eV
* lowest unoccupied orbital energy: -1.06 eV

(4)
The following is a quantum chemistry calculation of a structure of composition C4H5NO2S in a non-equilibrium geometry, from OMol25.

The geometry in ORCA input format:
```
! RIJCOSX wB97M-V def2-TZVPD def2/J DEFGRID3
* xyz 0 1
C 1.820 -0.420 -0.016
C 0.702 0.585 -0.294
C -1.549 1.108 0.334
C -1.020 -1.163 -0.057
H 1.571 -1.147 0.772
H 1.933 -0.932 -1.061
H 2.807 0.138 0.558
H -1.173 2.051 0.743
H -2.322 -1.127 -0.416
N -0.550 0.079 0.037
O -2.772 0.932 0.306
O -0.499 -2.236 -0.232
S 1.050 2.133 -0.674
*
```

Output
* HOMO level: -0.349 Eh
* gap between HOMO and LUMO: 8.6 eV
* lowest unoccupied orbital energy: -0.85 eV

(5)
The following is a quantum chemistry calculation of a structure of composition C16H18Br4ClCuN2O7 in a non-equilibrium geometry, from OMol25.

The geometry in ORCA input format:
```
! RIJCOSX wB97M-V def2-TZVPD def2/J DEFGRID3
* xyz -1 2
Cu -0.285 -0.713 -0.264
C 0.906 -0.338 4.397
N 1.313 0.782 3.571
C 2.388 1.628 4.034
C 0.795 0.819 2.314
O 0.020 -0.049 1.952
C 1.250 2.018 1.478
O 0.868 2.027 0.132
C -0.208 2.815 -0.270
C -1.569 2.108 -0.209
O -1.696 0.982 0.243
N -2.626 2.792 -0.689
C -2.648 4.181 -1.066
C -3.902 2.113 -0.794
H 1.020 -0.084 5.449
H 1.479 -1.239 4.167
H -0.140 -0.552 4.183
H 2.607 1.387 5.073
H 2.114 2.683 3.978
H 3.301 1.480 3.452
H 2.347 2.003 1.456
H 0.921 2.938 1.989
H -0.001 3.056 -1.319
H -0.244 3.744 0.324
H -1.686 4.658 -0.916
H -3.399 4.710 -0.468
H -2.920 4.280 -2.119
H -3.740 1.040 -0.878
H -4.421 2.459 -1.687
H -4.521 2.304 0.084
Br 4.794 -5.265 0.423
C 3.775 -3.687 0.203
C 4.425 -2.468 0.080
Br 6.311 -2.372 0.153
C 3.670 -1.317 -0.089
Br 4.472 0.394 -0.175
C 2.281 -1.345 -0.190
O 1.590 -0.309 -0.495
C 1.598 -2.592 0.065
O 0.324 -2.565 0.189
C 2.384 -3.741 0.193
Br 1.494 -5.384 0.484
Cl -2.742 -4.041 -0.479
C -2.880 -2.410 0.192
C -2.906 -1.410 -0.991
O -3.990 -1.076 -1.447
O -1.785 -1.002 -1.420
H -2.014 -2.236 0.829
H -3.814 -2.376 0.752
*
```

Output
* HOMO level (alpha / beta): -0.144 / -0.144 Eh
* expectation value of S²: 0.75
* gap between HOMO and LUMO (alpha / beta): 6.1 / 6.1 eV
* lowest unoccupied orbital energy (alpha / beta): 2.16 / 2.16 eV

(6)
The following is a quantum chemistry calculation of a cluster of 4 separate species, C18H33N3O12P in total in a non-equilibrium geometry, from OMol25.

The geometry in ORCA input format:
```
! RIJCOSX wB97M-V def2-TZVPD def2/J DEFGRID3
* xyz 1 1
C 0.268 -0.134 1.006
C -0.994 -0.173 1.799
N -1.687 -1.211 1.926
C -1.355 1.173 2.459
P -2.276 2.225 1.343
C -4.038 2.379 1.627
C -4.786 1.179 2.253
O -6.121 1.571 2.483
C -4.781 -0.058 1.307
N -6.049 -0.294 0.648
O -1.957 1.769 -0.128
N -1.887 2.961 -1.262
O -2.263 2.562 -2.231
H 0.388 0.818 0.483
H 1.128 -0.257 1.675
H 0.285 -0.966 0.302
H -2.493 -1.080 2.538
H -1.907 1.022 3.392
H -0.434 1.722 2.685
H -1.751 3.517 1.457
H -4.143 3.270 2.259
H -4.493 2.579 0.648
H -4.339 0.908 3.221
H -6.140 2.371 3.025
H -4.562 -0.936 1.919
H -3.950 0.056 0.594
H -6.112 0.123 -0.271
H -6.227 -1.283 0.548
C 2.042 -4.740 2.677
C 2.775 -3.634 1.966
C 4.258 -3.510 2.271
O 4.494 -2.102 2.122
C 3.338 -1.459 2.347
O 3.246 -0.266 2.447
O 2.309 -2.329 2.417
H 1.913 -4.491 3.731
H 1.057 -4.894 2.239
H 2.603 -5.672 2.597
H 2.605 -3.686 0.891
H 4.893 -4.053 1.577
H 4.500 -3.796 3.297
C -0.565 -0.908 -4.461
C 0.643 -1.340 -3.672
C 1.289 -2.632 -4.139
O 1.806 -3.180 -2.918
C 1.082 -2.687 -1.898
O 1.140 -3.083 -0.773
O 0.280 -1.691 -2.316
H -1.409 -1.561 -4.234
H -0.842 0.115 -4.227
H -0.351 -0.963 -5.529
H 1.381 -0.537 -3.608
H 2.099 -2.492 -4.848
H 0.554 -3.330 -4.547
C 3.173 2.708 -0.116
C 3.213 3.053 -1.581
C 2.781 4.464 -1.941
O 2.163 4.289 -3.219
C 1.725 3.020 -3.305
O 0.986 2.611 -4.141
O 2.221 2.276 -2.291
H 2.135 2.582 0.194
H 3.691 1.771 0.083
H 3.639 3.484 0.491
H 4.186 2.829 -2.023
H 3.599 5.173 -2.023
H 2.030 4.847 -1.244
*
```

Output
* HOMO level: -0.442 Eh
* gap between HOMO and LUMO: 7.0 eV
* lowest unoccupied orbital energy: -4.98 eV

(7)
The following is a quantum chemistry calculation of a structure of composition C14H11AuNS2Te, from OMol25.

The geometry in ORCA input format:
```
! RIJCOSX wB97M-V def2-TZVPD def2/J DEFGRID3
* xyz -1 1
Au 0.547 0.056 -2.252
C -1.460 0.195 0.414
C -0.065 0.152 0.972
C 0.152 0.149 2.367
C 1.430 0.116 2.843
C 2.521 0.087 1.948
C 3.854 0.059 2.397
C 4.869 0.036 1.474
C 4.593 0.036 0.105
C 3.296 0.059 -0.401
S 3.049 0.052 -2.106
C 2.221 0.089 0.554
N 0.938 0.121 0.126
H -2.200 0.208 1.215
H -1.642 -0.668 -0.227
H -1.592 1.084 -0.205
H -0.696 0.173 3.039
H 1.629 0.113 3.909
H 4.060 0.058 3.462
H 5.900 0.016 1.808
H 5.409 0.016 -0.606
Te -1.277 0.006 -4.122
C -3.046 -0.022 -2.987
C -3.704 -1.087 -2.443
C -4.899 -0.737 -1.752
C -5.143 0.600 -1.773
S -3.914 1.432 -2.649
H -3.323 -2.096 -2.523
H -5.544 -1.449 -1.254
H -5.963 1.146 -1.334
*
```

Output
* HOMO level: -0.140 Eh
* gap between HOMO and LUMO: 6.6 eV
* lowest unoccupied orbital energy: 2.81 eV

(8)
The following is a quantum chemistry calculation of a cluster of 13 separate species, C28H78N4O29S9 in total in a non-equilibrium geometry, from OMol25.

The geometry in ORCA input format:
```
! RIJCOSX wB97M-V def2-TZVPD def2/J DEFGRID3
* xyz 0 1
C -1.968 1.710 4.706
N -0.550 1.598 4.195
O 0.373 1.473 4.967
O -0.426 1.774 2.999
H -2.022 1.558 5.759
H -2.424 0.863 4.204
H -2.359 2.669 4.481
C 5.151 -0.029 -4.580
N 6.081 0.515 -3.488
O 5.593 1.243 -2.685
O 7.310 0.306 -3.631
H 4.213 -0.281 -4.094
H 5.638 -0.864 -5.055
H 4.989 0.851 -5.173
C 3.159 1.669 3.155
N 3.683 0.667 4.064
O 3.130 -0.393 4.167
O 4.624 1.014 4.752
H 2.227 2.067 3.547
H 3.028 1.214 2.157
H 3.853 2.508 3.111
C 4.497 -2.992 0.734
N 4.432 -1.596 0.186
O 4.570 -1.430 -1.005
O 4.318 -0.709 1.030
H 4.495 -3.043 1.812
H 5.366 -3.475 0.229
H 3.744 -3.619 0.393
C 2.259 -6.101 2.298
S 1.985 -7.069 0.774
O 0.677 -6.653 0.313
C 3.094 -6.110 -0.315
H 1.637 -6.590 2.990
H 1.983 -5.051 2.063
H 3.286 -6.181 2.581
H 4.102 -6.120 0.054
H 2.676 -5.097 -0.281
H 3.059 -6.512 -1.306
C 0.930 6.147 -3.273
S 1.200 4.812 -2.061
O 0.522 3.657 -2.687
C 3.015 4.663 -2.250
H 1.241 5.777 -4.248
H 1.526 7.035 -2.964
H -0.112 6.443 -3.297
H 3.341 4.074 -1.397
H 3.451 5.686 -2.182
H 3.247 4.186 -3.200
C 0.831 3.544 -6.455
S 1.039 1.743 -5.996
O 2.319 1.775 -5.251
C -0.304 1.543 -4.832
H 1.556 3.757 -7.254
H 1.081 4.128 -5.569
H -0.177 3.813 -6.849
H -1.278 1.478 -5.351
H -0.368 2.212 -3.952
H -0.141 0.532 -4.403
O -1.338 -2.623 4.053
S -1.863 -3.952 3.738
O -3.147 -4.435 4.224
O -1.847 -3.864 2.095
C -2.383 -4.978 1.355
C -2.651 -4.413 0.004
C -0.531 -5.204 4.069
H -3.314 -5.237 1.812
H -1.712 -5.827 1.369
H -3.091 -5.243 -0.517
H -1.673 -4.092 -0.472
H -3.311 -3.573 0.192
H -0.921 -6.225 4.086
H -0.308 -4.887 5.114
H 0.314 -5.122 3.378
O -0.562 -1.657 -0.384
S 0.746 -1.698 0.190
O 1.422 -2.936 0.261
O 1.681 -0.712 -0.598
C 1.120 0.355 -1.272
C 0.709 1.365 -0.202
C 0.635 -1.136 1.797
H 0.250 -0.042 -1.831
H 1.974 0.789 -1.838
H -0.196 1.130 0.381
H 0.473 2.224 -0.789
H 1.472 1.772 0.471
H 0.175 -1.952 2.397
H 0.160 -0.183 1.957
H 1.665 -1.050 2.133
O -0.784 -6.956 -4.325
S 0.269 -7.363 -3.459
O 1.259 -8.224 -4.013
O 1.075 -6.176 -2.915
C 0.363 -4.974 -2.349
C 0.849 -3.747 -3.051
C -0.537 -8.133 -2.121
H 0.494 -4.954 -1.275
H -0.727 -5.151 -2.557
H 1.948 -3.707 -2.995
H 0.519 -2.830 -2.521
H 0.508 -3.735 -4.104
H 0.194 -8.617 -1.531
H -1.269 -8.791 -2.712
H -1.078 -7.421 -1.511
O 0.858 7.101 5.117
S 0.444 5.703 5.099
O -0.642 5.271 5.894
O 0.131 5.235 3.605
C -1.097 5.675 2.965
C -1.115 5.286 1.516
C 1.828 4.648 5.357
H -1.148 6.751 3.128
H -1.974 5.223 3.521
H -1.283 4.234 1.356
H -0.155 5.560 1.105
H -1.870 5.783 0.940
H 1.566 3.596 5.186
H 2.133 4.630 6.370
H 2.756 4.830 4.793
O -5.659 2.717 4.165
S -4.924 2.865 2.952
O -3.706 3.636 2.962
O -4.543 1.380 2.605
C -3.674 0.999 1.478
C -3.158 -0.419 1.675
C -6.006 3.493 1.666
H -2.918 1.757 1.315
H -4.358 0.886 0.611
H -2.808 -0.550 2.722
H -2.336 -0.565 0.960
H -3.993 -1.130 1.631
H -5.509 3.610 0.689
H -6.292 4.456 2.085
H -6.895 2.859 1.687
O -5.799 4.013 -2.111
S -4.386 3.733 -1.951
O -3.770 3.942 -0.671
O -4.165 2.294 -2.453
C -2.997 1.498 -2.305
C -3.397 0.100 -2.672
C -3.472 4.704 -3.075
H -2.722 1.548 -1.238
H -2.241 1.895 -2.987
H -3.711 -0.001 -3.677
H -4.251 -0.275 -2.049
H -2.473 -0.509 -2.513
H -3.549 5.767 -2.732
H -3.785 4.632 -4.134
H -2.373 4.533 -2.962
*
```

Output
* HOMO level: -0.350 Eh
* gap between HOMO and LUMO: 9.4 eV
* lowest unoccupied orbital energy: -0.10 eV